(1)
Entry from the OMol25 dataset: C26H34F7N9O3PRuS2 as an isolated structure (ωB97M-V with the def2-TZVPD basis set).

Last column: Löwdin charge in e.
Atoms and positions in Å:
Ru (1.6484, 1.6964, -0.9506)  1.196
C (0.4107, 5.2209, 1.3018)  0.029
C (0.6055, 4.1072, 0.3370)  -0.194
N (1.5286, 3.2172, 0.4180)  -0.053
N (2.4256, 3.2373, 1.4643)  0.031
C (3.0484, 2.0728, 1.7383)  -0.728
N (4.0036, 2.0437, 2.6308)  0.188
S (2.4906, 0.6323, 0.9691)  0.853
C (-0.2819, 3.8726, -0.8128)  -0.185
C (-1.3474, 4.6863, -1.1395)  0.041
C (-2.1523, 4.3447, -2.2193)  0.013
C (-1.8710, 3.1930, -2.9297)  0.012
C (-0.7734, 2.4298, -2.5702)  -0.123
N (0.0079, 2.7676, -1.5418)  -0.154
H (0.8011, 4.9570, 2.2835)  0.096
H (-0.6458, 5.4555, 1.4088)  0.096
H (0.9188, 6.1247, 0.9542)  0.125
H (2.8524, 4.1216, 1.7054)  0.168
H (4.4231, 2.8914, 2.9887)  0.151
H (4.5519, 1.2010, 2.7242)  0.136
H (-1.5488, 5.5792, -0.5653)  0.130
H (-2.9900, 4.9722, -2.4928)  0.135
H (-2.4706, 2.8907, -3.7765)  0.133
H (-0.4918, 1.5441, -3.1206)  0.123
C (-0.6958, -5.6126, -0.4597)  -0.044
C (-1.5323, -4.5986, -1.2222)  -0.156
N (-1.1258, -3.2024, -0.9294)  0.002
C (-0.2778, -2.6049, -1.7598)  0.072
C (0.2050, -1.3257, -1.5872)  -0.022
C (1.1719, -0.8102, -2.5976)  -0.569
O (1.2851, -1.3347, -3.6902)  0.099
O (1.9305, 0.1736, -2.2282)  -0.239
C (-0.2461, -0.5624, -0.5077)  -0.258
O (0.0315, 0.6846, -0.2969)  -0.227
C (-1.1325, -1.2130, 0.4236)  -0.048
C (-1.5704, -0.5586, 1.5885)  0.094
C (-2.3711, -1.1941, 2.4804)  -0.176
F (-2.6938, -0.5456, 3.6125)  0.085
C (-2.8331, -2.5246, 2.2907)  -0.114
C (-2.4072, -3.1603, 1.1339)  0.065
C (-1.5584, -2.5332, 0.2101)  -0.099
N (-3.6558, -3.1668, 3.2110)  -0.067
C (-4.3462, -2.4654, 4.3018)  -0.113
C (-5.3912, -3.3895, 4.9278)  -0.073
N (-6.0189, -4.2251, 3.8490)  0.079
C (-5.0196, -5.1940, 3.2485)  -0.056
C (-3.6174, -4.6093, 3.4010)  -0.118
H (-1.0399, -6.6198, -0.6925)  0.095
H (-0.7588, -5.4659, 0.6195)  0.072
H (0.3530, -5.5422, -0.7483)  0.092
H (-2.5946, -4.6903, -1.0083)  0.120
H (-1.4180, -4.7309, -2.2950)  0.132
H (0.0452, -3.1687, -2.6268)  0.165
H (-1.2325, 0.4463, 1.7994)  0.141
H (-2.7376, -4.1669, 0.9355)  0.100
H (-4.8394, -1.5808, 3.9019)  0.137
H (-3.6744, -2.1395, 5.0977)  0.140
H (-6.1676, -2.8073, 5.4186)  0.148
H (-4.9721, -4.0801, 5.6555)  0.142
H (-6.3689, -3.6045, 3.1185)  0.187
H (-6.8260, -4.7349, 4.2108)  0.192
H (-5.3013, -5.3386, 2.2083)  0.139
H (-5.1108, -6.1424, 3.7746)  0.146
H (-2.9541, -5.0927, 2.6922)  0.124
H (-3.2171, -4.8382, 4.3925)  0.142
C (5.6028, 2.7544, -5.0631)  -0.015
N (4.4316, 3.0596, -4.2465)  -0.023
C (3.4904, 2.1987, -3.9506)  -0.683
N (3.4992, 0.9860, -4.4598)  0.202
S (2.1016, 2.8694, -3.0530)  0.869
H (6.3318, 3.5443, -4.9138)  0.108
H (5.3409, 2.7033, -6.1207)  0.107
H (6.0503, 1.8158, -4.7348)  0.096
H (4.3865, 3.9564, -3.7902)  0.116
H (4.2719, 0.6766, -5.0288)  0.127
H (2.7868, 0.3058, -4.2230)  0.086
F (3.7808, 2.1652, -1.0155)  -0.410
P (5.4234, 2.9118, -0.7194)  0.230
F (6.8297, 3.5387, -0.4583)  -0.058
F (5.8896, 2.0316, -1.9523)  -0.097
F (5.6492, 1.6807, 0.2689)  -0.120
F (4.7270, 3.7276, 0.4982)  -0.152
F (4.9471, 4.0854, -1.6964)  -0.132

## Properties
- E_tot (eV) = -99615.6579
- total charge = +3
- maximum force (Eh/bohr) = 0.012

=====

(2)
Entry from the OMol25 dataset: C30H31MnNOP2 as an isolated structure in a non-equilibrium geometry (ωB97M-V with the def2-TZVPD basis set).

Last column: Löwdin spin population.
Atoms and positions in Å:
C (-2.3049, 2.3854, -2.9639)  0.003
C (-1.9881, 1.1671, -2.3691)  -0.002
C (-0.6448, 0.6997, -2.6187)  0.000
C (0.3946, 1.6804, -2.8867)  -0.001
C (0.0099, 3.0290, -3.1719)  0.005
C (-1.3236, 3.3141, -3.3913)  -0.001
C (1.7346, 1.2584, -2.7813)  0.006
C (2.0528, -0.0991, -2.5629)  0.000
C (0.9403, -1.0149, -2.3557)  0.000
C (1.2161, -2.3236, -1.8355)  -0.002
C (2.4977, -2.8192, -2.0630)  0.004
C (3.5836, -1.9651, -2.3654)  -0.001
C (3.3862, -0.5956, -2.4566)  0.006
H (-3.3586, 2.6240, -3.0619)  0.000
H (0.7508, 3.8383, -3.2452)  0.000
H (-1.6204, 4.2118, -3.9468)  0.000
H (2.4708, 2.0231, -2.5265)  0.000
H (2.6539, -3.8913, -1.9602)  0.000
H (4.5667, -2.3922, -2.5920)  0.000
H (4.2497, 0.0838, -2.4346)  0.000
N (-0.3185, -0.6044, -2.6022)  0.006
Mn (-1.2665, -0.7573, 1.5882)  2.966
C (-3.0453, 0.3528, -1.5793)  0.001
H (-3.2294, -0.6578, -2.0189)  0.000
H (-4.0349, 0.8668, -1.7027)  -0.002
C (0.1106, -3.1238, -1.1383)  0.006
H (-0.7559, -3.2752, -1.8147)  0.000
H (0.4670, -4.1634, -0.9817)  -0.001
P (-2.8165, 0.1356, 0.2838)  -0.059
P (-0.5614, -2.5302, 0.5039)  -0.004
C (0.6431, -3.4216, 1.5427)  -0.004
H (0.4427, -3.2905, 2.6074)  0.001
H (0.5333, -4.4750, 1.2826)  -0.002
H (1.6642, -3.1082, 1.3178)  0.001
C (-1.9963, -3.6552, 0.7002)  0.022
H (-1.5768, -4.6543, 0.8185)  0.002
H (-2.5982, -3.4116, 1.5815)  0.004
H (-2.6348, -3.6154, -0.1883)  0.001
C (-3.4471, 1.7460, 0.8340)  -0.025
H (-4.4105, 1.9185, 0.3453)  -0.006
H (-3.5643, 1.7425, 1.9212)  0.000
H (-2.7582, 2.5510, 0.5785)  0.000
C (-4.1944, -0.9720, 0.8227)  0.017
H (-4.0865, -1.1593, 1.9050)  0.002
H (-5.1346, -0.4360, 0.6311)  0.002
H (-4.1473, -1.9355, 0.2919)  0.000
C (-1.3536, -0.6677, 3.3900)  -0.008
O (-1.6712, -1.0530, 4.4585)  -0.011
H (-0.0935, 0.2063, 1.1489)  0.021
C (3.9512, 0.8790, 3.5304)  -0.003
C (3.1587, -0.2555, 3.2642)  -0.004
C (2.0376, -0.1327, 2.4631)  -0.006
C (1.6348, 1.1259, 1.9553)  0.006
C (0.4837, 1.2577, 1.1718)  0.056
C (0.0825, 2.5071, 0.7026)  0.006
C (0.8291, 3.6723, 1.0310)  0.003
C (1.9999, 3.5361, 1.7550)  -0.003
C (2.3976, 2.2909, 2.2909)  0.003
C (3.6048, 2.1165, 3.0057)  -0.007
H (4.8689, 0.7859, 4.1147)  0.000
H (3.4687, -1.2123, 3.6801)  0.000
H (1.4910, -1.0377, 2.1717)  0.001
H (-0.8671, 2.6580, 0.1858)  0.000
H (0.5022, 4.6784, 0.7170)  0.001
H (2.6687, 4.3777, 1.9016)  0.000
H (4.2552, 2.9861, 3.1206)  0.000

## Properties
- E_tot (eV) = -85029.6119
- total charge = +2
- maximum force (Eh/bohr) = 0.183
- spin multiplicity = 4

=====

(3)
Entry from the OMol25 dataset: C23H27AsHgN2SSbSe4 as an isolated structure in a non-equilibrium geometry (ωB97M-V with the def2-TZVPD basis set).

Last column: Löwdin spin population.
Atoms and positions in Å:
Hg (0.3679, 0.3851, 0.2280)  -0.004
Se (0.6970, 4.9870, 1.1469)  0.200
Sb (0.8097, 3.4492, -0.7603)  0.253
Se (-1.3471, 1.8996, -0.4664)  0.099
Se (2.7128, 0.6835, 0.3528)  0.144
Se (0.5482, 4.6149, -2.9273)  0.296
C (-0.5468, 1.5795, 3.6951)  0.000
N (0.7341, 0.8815, 3.6950)  0.000
C (1.8709, 1.7975, 3.7919)  0.000
C (0.8298, -0.3651, 3.1916)  0.000
S (-0.5129, -1.1120, 2.4297)  -0.001
N (1.9415, -1.0961, 3.4023)  0.002
C (2.9583, -0.7488, 4.3713)  0.001
C (2.2630, -2.2613, 2.6028)  0.005
H (-0.5123, 2.3444, 4.4732)  0.000
H (-1.3544, 0.8829, 3.8966)  0.000
H (-0.7374, 2.0735, 2.7373)  0.000
H (1.5934, 2.7461, 3.3274)  0.000
H (2.7191, 1.4179, 3.2304)  0.000
H (2.1466, 1.9782, 4.8382)  0.000
H (2.5337, -0.1225, 5.1519)  0.000
H (3.8041, -0.2384, 3.9001)  0.001
H (3.3178, -1.6739, 4.8298)  0.000
H (1.7466, -2.2239, 1.6495)  0.002
H (1.9778, -3.1854, 3.1205)  0.000
H (3.3357, -2.2545, 2.4039)  0.002
C (1.0084, -5.7943, -4.6359)  0.000
C (1.5753, -5.7224, -3.3729)  0.000
C (1.3742, -4.5948, -2.5856)  0.000
C (0.6076, -3.5311, -3.0465)  -0.001
C (0.0493, -3.6096, -4.3208)  0.000
C (0.2480, -4.7316, -5.1090)  0.000
As (0.3419, -1.9362, -1.9058)  -0.001
C (-1.5852, -1.8510, -2.1989)  0.000
C (-2.2885, -2.9891, -1.7978)  0.000
C (-3.6683, -3.0485, -1.8929)  0.000
C (-4.3748, -1.9609, -2.3901)  0.000
C (-3.6943, -0.8053, -2.7381)  0.001
C (-2.3099, -0.7477, -2.6356)  0.001
C (1.1820, -0.6911, -3.1467)  0.000
C (0.5620, 0.0855, -4.1187)  0.000
C (1.2894, 1.0353, -4.8212)  -0.001
C (2.6465, 1.1854, -4.5878)  0.000
C (3.2877, 0.3709, -3.6668)  -0.001
C (2.5543, -0.5556, -2.9456)  0.000
H (1.1598, -6.6736, -5.2510)  0.000
H (2.1750, -6.5454, -3.0016)  0.000
H (1.8144, -4.5326, -1.5960)  0.000
H (-0.5443, -2.7815, -4.6911)  0.000
H (-0.1888, -4.7811, -6.1000)  0.000
H (-1.7376, -3.8383, -1.4046)  0.000
H (-4.1960, -3.9351, -1.5605)  0.000
H (-5.4536, -2.0084, -2.4845)  0.000
H (-4.2341, 0.0709, -3.0749)  0.000
H (-1.8118, 0.1817, -2.8633)  0.000
H (-0.4934, -0.0242, -4.3269)  0.000
H (0.7848, 1.6924, -5.5168)  0.000
H (3.1987, 1.9584, -5.1075)  0.000
H (4.3435, 0.4933, -3.4624)  0.000
H (3.0329, -1.1459, -2.1735)  0.001

## Properties
- E_tot (eV) = -371043.1879
- total charge = -2
- maximum force (Eh/bohr) = 0.033
- spin multiplicity = 2

=====

(4)
Entry from the OMol25 dataset: a 2-piece molecular cluster, C6H16S2 overall in a non-equilibrium geometry (ωB97M-V with the def2-TZVPD basis set).

Last column: Löwdin charge in e.
Atoms and positions in Å:
C (1.5030, 1.0326, -2.2639)  -0.182
C (-0.0032, 0.9760, -2.2604)  -0.546
S (-0.5391, -0.7683, -2.2977)  0.787
C (-1.9610, -0.7723, -1.2214)  -0.447
H (1.9284, 0.5801, -1.3742)  0.042
H (1.8329, 2.0769, -2.3270)  0.075
H (1.9723, 0.6490, -3.1771)  0.074
H (-0.4001, 1.3522, -1.3289)  0.035
H (-0.4672, 1.5535, -3.0574)  0.073
H (-2.7381, -0.0931, -1.5568)  0.033
H (-2.3741, -1.7691, -1.0955)  0.036
H (-1.7767, -0.3885, -0.2069)  -0.008
C (2.2473, -0.1006, 1.6598)  -0.135
C (1.0108, -0.9538, 1.9693)  -0.534
S (-0.6207, -0.2635, 2.4032)  0.774
C (-0.7454, 1.4040, 1.7399)  -0.432
H (2.1389, 0.9501, 1.9398)  0.065
H (2.5131, -0.1542, 0.6038)  0.047
H (3.1268, -0.5028, 2.1715)  0.070
H (0.8231, -1.4986, 1.0435)  0.049
H (1.1728, -1.6336, 2.8052)  0.054
H (-1.7621, 1.7518, 1.9325)  0.037
H (-0.1404, 2.1230, 2.3091)  0.033
H (-0.4081, 1.4405, 0.7163)  -0.001

## Properties
- E_tot (eV) = -28151.2918
- maximum force (Eh/bohr) = 0.030
- SMILES = CCSC.CCSC

=====

Q: Among the records above, which one has the highest E_tot?
A: C6H16S2

=====

Q: The lowest E_tot belongs to which entry?
A: C23H27AsHgN2SSbSe4

=====

Q: Among the records above, which one has the lowest E_tot?
A: C23H27AsHgN2SSbSe4

=====

Q: The highest maximum force belongs to which entry?
A: C30H31MnNOP2